(1)
An isolated ion of composition C4H9N2OS and charge -1, computed with ωB97M-V with the def2-TZVPD basis set.

The calculation puts the relative energy (zero: lowest compared OMol25 entry of this formula, charge and spin) at 2.520 eV. As for the charge: -1. As for the LUMO energy: 3.7525 eV. For the HOMO energy, the calculation gives -0.0941 Eh. The SMILES is N[C@H](C[S-])CNC=O. As for the molecular weight: 133.2 g/mol.

```
17
C4H9N2OS, DFT ωB97M-V with the def2-TZVPD basis set
N 1.2086 -0.2914 1.4765
C 0.0416 -0.1259 0.7264
C -0.9428 -1.1922 1.3466
S -2.6090 -1.2632 0.5028
C 0.5062 -0.4614 -0.9012
N -0.2676 0.6365 -1.6700
C 0.1023 1.9387 -1.5410
O 1.1499 2.4062 -1.0593
H 1.7094 -1.1235 1.4541
H 1.7940 0.5064 1.2976
H -0.3567 0.9334 0.7617
H -1.4290 -0.7736 2.3524
H -0.5822 -2.1446 1.3833
H 0.0000 -1.5004 -1.0728
H 1.4875 -0.4895 -1.3055
H -1.1998 0.2810 -1.8117
H -0.6124 2.6634 -1.9398
```

natural (NBO) atomic charge list, values in e, 6 entries:
1 N -0.862
2 C -0.019
3 C -0.528
4 S -0.773
5 C -0.279
6 N -0.633

(2)
One molecule with the formula C5H7Br, computed with ωB97M-V with the def2-TZVPD basis set.

The calculation puts the relative energy (zero: lowest compared OMol25 entry of this formula, charge and spin) at 1.869 eV. As for the charge: 0. As for the LUMO energy: -0.3198 eV. For the HOMO energy, the calculation gives -0.3554 Eh. The SMILES is C=CC1(Br)CC1. As for the molecular weight: 147.0 g/mol.

```
13
C5H7Br, DFT ωB97M-V with the def2-TZVPD basis set
C 0.9944 -1.1262 -1.2986
C -0.2328 -0.6384 -1.2252
C -0.9433 -0.1257 -0.0088
Br -3.2245 -0.1911 -0.1907
C -0.5919 1.2771 0.4580
C -0.4635 0.1053 1.3869
H 1.3663 -1.4520 -2.1660
H 1.5464 -1.0620 -0.4037
H -0.7245 -0.4703 -2.1284
H -1.3379 1.9309 0.8162
H 0.3200 1.8758 0.1166
H 0.5025 -0.2022 1.5285
H -1.2406 -0.2372 2.1018
```

natural (NBO) atomic charge list, values in e, 6 entries:
1 C -0.368
2 C -0.219
3 C 0.110
4 Br -0.155
5 C -0.450
6 C -0.457

(3)
A 2-piece molecular cluster, C29H33N7O overall, computed with ωB97M-V with the def2-TZVPD basis set.

As for the charge: 0. As for the LUMO energy: -1.7460 eV. For the HOMO energy, the calculation gives -0.2618 Eh. As for the molecular weight: 495.6 g/mol.

```
70
C29H33N7O, DFT ωB97M-V with the def2-TZVPD basis set
C 2.7171 3.9742 2.5717
N 2.3719 2.5715 2.5272
C 3.2908 1.6353 2.1375
O 4.4344 1.8659 1.7636
C 2.6033 0.2713 2.2392
C 3.1160 -0.5858 3.4069
C 4.5898 -0.8992 3.2568
C 4.9979 -1.9095 2.3816
C 6.3624 -2.1181 2.1509
C 7.3124 -1.3260 2.8058
C 6.8960 -0.3450 3.7145
C 5.5373 -0.1395 3.9489
N 1.1986 0.6540 2.4154
C 0.2375 -0.2848 2.4978
C -1.1107 -0.0089 2.6525
C -2.0952 -0.9871 2.5158
C -3.5065 -0.7459 2.5995
C -4.4481 -1.8068 2.5185
C -5.8101 -1.5624 2.5737
C -6.2868 -0.2365 2.6958
N -7.6673 0.0060 2.8052
C -8.2649 0.1497 4.1190
C -8.3906 0.7203 1.7686
C -5.3711 0.8290 2.7123
C -4.0073 0.5765 2.7052
C 0.9992 2.0935 2.6329
C 0.4466 2.4108 4.0316
C 0.1375 2.7343 1.5400
H 3.8029 4.0523 2.6719
H 2.3948 4.5002 1.6621
H 2.2323 4.4596 3.4248
H 2.7399 -0.2706 1.2852
H 2.9350 -0.0182 4.3376
H 2.5301 -1.5200 3.4480
H 4.2308 -2.5100 1.8829
H 6.6734 -2.8963 1.4534
H 8.3761 -1.4652 2.6096
H 7.6195 0.2803 4.2366
H 5.1913 0.6288 4.6457
H 0.5923 -1.3195 2.4867
H -1.3902 1.0214 2.8720
H -1.7584 -1.9878 2.2426
H -4.0887 -2.8334 2.4330
H -6.5352 -2.3738 2.5052
H -7.7521 -0.5185 4.8212
H -8.1967 1.1880 4.4905
H -9.3239 -0.1234 4.0423
H -8.0090 0.4217 0.7837
H -9.4489 0.4416 1.8577
H -8.3046 1.8160 1.8768
H -5.7303 1.8580 2.7468
H -3.3134 1.4119 2.7830
H 1.1357 2.0256 4.7956
H 0.3454 3.4990 4.1309
H -0.5352 1.9625 4.1967
H 0.6404 2.6177 0.5722
H -0.8515 2.2757 1.4851
H 0.0222 3.8017 1.7640
C -0.0747 -6.0839 5.2935
N 1.2008 -6.0460 4.9067
C 1.6776 -5.0345 4.1895
N 0.9641 -3.9496 3.7525
C -0.3015 -3.9243 4.1023
C -0.9104 -5.0201 4.9294
N -2.2126 -4.6981 5.1155
C -2.4046 -3.5101 4.4523
N -1.2928 -3.0193 3.8435
H -0.4707 -6.9166 5.8812
H 2.7342 -5.0497 3.9126
H -3.3645 -3.0057 4.4197
```

natural (NBO) atomic charge list, values in e, 6 entries:
1 C -0.417
2 N -0.460
3 C 0.685
4 O -0.584
5 C -0.121
6 C -0.431

(4)
C19H27As2AuO as an isolated structure, computed with ωB97M-V with the def2-TZVPD basis set.

The calculation puts the relative energy (zero: lowest compared OMol25 entry of this formula, charge and spin) at 0.035 eV. As for the charge: -2. As for the LUMO energy: 5.3442 eV. For the HOMO energy, the calculation gives 0.0396 Eh. As for the molecular weight: 618.2 g/mol.

```
50
C19H27As2AuO, DFT ωB97M-V with the def2-TZVPD basis set
Au 2.7801 0.7024 0.6664
C 0.8143 2.5544 -2.2833
As 0.3054 2.7466 -0.3830
C -0.5025 4.6742 -0.7829
C -1.5134 1.9465 -0.3961
C -2.4263 2.2928 -1.3877
C -3.6712 1.6815 -1.4782
C -4.0283 0.7234 -0.5423
C -3.1339 0.3946 0.4690
C -1.8771 0.9831 0.5452
As -0.6007 0.4256 1.9461
C -2.0513 0.3491 3.4174
C -0.6819 -1.5322 1.7308
H 0.8570 3.5354 -2.7632
H 0.0984 1.9152 -2.8018
H 1.7846 2.0613 -2.3097
H -1.0383 4.8217 -1.7273
H 0.3745 5.3318 -0.7773
H -1.1555 4.9579 0.0484
H -2.1464 3.0355 -2.1260
H -4.3525 1.9482 -2.2805
H -4.9924 0.2277 -0.5999
H -3.4178 -0.3639 1.1903
H -2.8381 -0.3944 3.2589
H -2.5082 1.3355 3.5275
H -1.5264 0.1023 4.3452
H -1.6308 -1.8258 1.2790
H -0.6023 -1.9773 2.7260
H 0.1310 -1.8618 1.0909
C 4.3187 -2.6985 2.2307
C 2.8564 -2.3925 2.5049
O 2.7284 -1.3075 3.4127
H 4.4211 -3.5807 1.5938
H 4.8547 -2.8738 3.1672
H 4.7728 -1.8470 1.7219
H 2.3583 -3.2644 2.9454
H 2.3532 -2.1547 1.5645
H 2.3752 -0.5523 2.9053
C 0.9398 0.4144 -0.2106
C 0.8650 -0.6089 -1.1581
C 1.9208 -1.5386 -1.5038
C 1.7683 -2.5381 -2.4360
C 0.5691 -2.7435 -3.1265
C -0.4828 -1.8741 -2.8134
C -0.3612 -0.8656 -1.8867
H 2.8758 -1.4214 -1.0021
H 2.6208 -3.1856 -2.6353
H 0.4618 -3.5295 -3.8654
H -1.4429 -1.9901 -3.3132
H -1.2232 -0.2391 -1.6972
```

natural (NBO) atomic charge list, values in e, 6 entries:
1 Au -0.139
2 C -0.965
3 As 0.960
4 C -1.046
5 C -0.319
6 C -0.188

(5)
One molecule with the formula CH4F2P2, computed with ωB97M-V with the def2-TZVPD basis set.

The calculation puts the relative energy (zero: lowest compared OMol25 entry of this formula, charge and spin) at 1.277 eV. As for the charge: 0. As for the LUMO energy: 0.6161 eV. For the HOMO energy, the calculation gives -0.3513 Eh. The SMILES is FC(F)(P)P. As for the molecular weight: 116.0 g/mol.

```
9
CH4F2P2, DFT ωB97M-V with the def2-TZVPD basis set
F -1.5333 0.3027 0.7947
C -0.2297 0.3922 0.3013
F -0.0377 1.6477 0.0843
P -0.1699 -0.8950 -1.4753
P 0.8478 -0.5153 1.5044
H -0.5742 0.1244 -2.4455
H -1.4871 -1.3567 -1.7273
H 1.1396 0.7972 2.1902
H 2.0445 -0.4972 0.7732
```

natural (NBO) atomic charge list, values in e, 6 entries:
1 F -0.383
2 C 0.343
3 F -0.322
4 P 0.096
5 P 0.271
6 H 0.004

(6)
C4H9NOS as an isolated structure, computed with ωB97M-V with the def2-TZVPD basis set.

The calculation puts the relative energy (zero: lowest compared OMol25 entry of this formula, charge and spin) at 5.767 eV. As for the charge: 0. As for the LUMO energy: 0.6748 eV. For the HOMO energy, the calculation gives -0.3225 Eh. As for the molecular weight: 119.2 g/mol.

```
16
C4H9NOS, DFT ωB97M-V with the def2-TZVPD basis set
C 1.5407 -1.5785 0.0121
C 0.6135 0.5165 0.5707
C 0.5492 1.9679 -0.0472
C -2.8633 -0.3584 -0.5156
H 0.8125 -2.1788 0.6502
H 1.7960 -2.2987 -0.8859
H 2.3554 -1.5088 0.7143
H 1.0793 0.4729 1.4073
H 0.5037 1.7669 -1.4484
H -0.2916 2.6573 0.3792
H 1.6903 2.3821 -0.0573
H -3.1456 -0.3735 -1.7169
H -3.4912 -0.6872 0.3372
N -1.5620 -0.2747 -0.2053
O 1.2741 -0.3265 -0.4466
S -0.8608 -0.1784 1.2522
```

natural (NBO) atomic charge list, values in e, 6 entries:
1 C -0.264
2 C -0.062
3 C -0.649
4 C -0.113
5 H 0.176
6 H 0.195